Computed, not measured: a 3-piece molecular cluster, C3H10N2S overall in a non-equilibrium geometry, with ωB97M-V/def2-TZVPD.

Element x y z (Å)
S1 0.342 -0.275 -2.523
N1 -0.284 1.437 0.082
N2 -1.531 -0.857 1.101
C1 -1.410 -1.351 -0.217
C2 2.025 1.218 0.674
C3 0.708 1.365 1.016
H1 2.279 0.698 -0.239
H2 -1.754 -2.365 -0.433
H3 -1.999 -0.761 -0.931
H4 1.424 -1.061 -2.603
H5 -0.328 -1.126 -0.476
H6 -1.676 -1.690 1.682
H7 -0.970 0.686 0.242
H8 0.471 1.310 2.075
H9 2.732 1.487 1.444
H10 -0.030 1.286 -0.895

The calculation puts the electronic energy at -17082.0230 eV. As for the LUMO energy: -0.1353 Eh. The calculation puts the orbital gap at 4.30 eV. As for the highest occupied orbital energy: -0.2933 hartree. The net charge is 0. The calculation puts the relative energy (zero: lowest compared OMol25 entry of this formula, charge and spin) at 151.77 kcal per mole.